C4H11NO2 | ωB97M-V/def2-TZVPD

Values from the calculation:
- Orbital gap: 8.861 eV
- Energy: -364.14062 a.u.
- Largest force on an atom: 2.7 eV Å⁻¹
- M: 105.1 g/mol
- Relative energy (zero: lowest compared OMol25 entry of this formula, charge and spin): 334.9 kJ/mol
- Spin multiplicity: 1
- SMILES: C=NC(=C)C.O.O
- E_HOMO: -0.31407 Eh

Each line ends with the Mulliken charge.
Cartesian coordinates (Å):
C 1.021593 1.037460 -1.543416  -1.07
C 1.556950 0.464746 -0.220018  0.52
C 1.809204 -0.817436 0.159200  -0.73
C 0.423325 1.446416 1.621098  -0.20
N 1.304811 1.464287 0.731310  -0.41
H 0.988482 0.288896 -2.330597  0.33
H 0.090823 1.583932 -1.387098  0.27
H 1.719593 1.877018 -1.628039  0.35
H 1.244158 -0.980364 1.074184  0.22
H 2.126598 -1.529589 -0.578774  0.32
H 0.207008 2.342514 2.197328  0.28
H -0.192627 0.527809 1.732256  0.14
H -3.103672 1.692207 -1.067776  0.30
H -2.521026 0.240288 -1.051539  0.30
O -2.333358 1.160655 -1.238230  -0.60
H -1.261294 -3.024585 0.673554  0.32
H -1.386182 -3.935672 1.875036  0.32
O -1.694386 -3.838580 0.981521  -0.64

Cartesian forces (eV/Å) of the 3 atoms listed first:
2.293 0.441 1.063
-2.513 -0.862 0.074
-0.881 2.084 -0.671